Record 1
10
Properties=species:S:1:pos:R:3:nbo_charge:R:1 method="wB97M-V/def2-TZVPD" lumo_ha=0.0234 multiplicity=1 gap_ev=11.29
C -0.260 0.608 0.033 -0.369
C 0.605 -0.348 0.750 -0.253
C 0.544 -0.431 -0.766 -0.228
C 1.785 -0.305 -0.006 0.716
F 2.843 -0.995 0.120 -0.247
F 2.692 1.305 -0.194 -0.590
H -1.354 0.355 -0.137 0.229
H 0.139 1.538 -0.158 0.250
H 0.271 -0.941 1.522 0.236
H 0.139 -1.129 -1.583 0.255

---

Record 2
45
Properties=species:S:1:pos:R:3:nbo_charge:R:1 method="wB97M-V/def2-TZVPD" lumo_ha=-0.1759 charge=+1 multiplicity=1 gap_ev=6.92
O 0.901 -0.122 2.982 -0.517
C 0.422 -0.727 2.059 0.773
O 0.558 -2.105 1.993 -0.681
C -0.291 0.136 0.937 -0.557
C 0.754 1.258 0.565 0.349
C 0.630 2.623 1.066 -0.213
C 1.683 3.580 0.690 -0.020
C 1.666 5.061 1.216 0.757
O 2.568 5.769 0.874 -0.488
O 0.667 5.500 2.062 -0.640
C 2.773 3.105 -0.205 -0.197
C 2.793 1.729 -0.655 0.082
N 1.798 0.840 -0.246 -0.459
H -0.343 -2.455 1.836 0.497
H -0.473 -0.426 -0.015 0.260
H -1.238 0.606 1.307 0.286
H -0.250 2.882 1.709 0.253
H 0.228 4.734 2.483 0.487
H 3.570 3.813 -0.524 0.289
H 3.571 1.307 -1.330 0.266
H 1.825 -0.145 -0.540 0.466
C -3.013 2.176 -1.400 0.540
O -1.986 1.615 -1.040 -0.692
N -4.264 1.750 -1.137 -0.412
C -5.437 2.471 -1.599 -0.403
C -4.446 0.532 -0.369 -0.417
H -2.987 3.106 -1.987 0.123
H -6.036 2.770 -0.736 0.206
H -6.028 1.818 -2.243 0.208
H -5.151 3.361 -2.159 0.219
H -3.973 0.649 0.609 0.200
H -3.965 -0.298 -0.891 0.214
H -5.505 0.318 -0.239 0.221
C 3.292 -3.943 -1.314 0.534
O 2.967 -2.866 -1.791 -0.667
N 2.514 -4.701 -0.510 -0.419
C 2.960 -5.972 0.030 -0.401
C 1.190 -4.217 -0.181 -0.429
H 4.280 -4.389 -1.508 0.121
H 2.285 -6.761 -0.307 0.203
H 2.946 -5.923 1.121 0.202
H 3.972 -6.201 -0.302 0.219
H 0.617 -4.085 -1.102 0.212
H 1.280 -3.253 0.317 0.213
H 0.675 -4.921 0.473 0.209

---

Record 3
28
Properties=species:S:1:pos:R:3:nbo_charge:R:1 method="wB97M-V/def2-TZVPD" lumo_ha="-0.0317 / -0.0317" multiplicity=1 gap_ev="7.50 / 7.50"
C -0.972 3.005 0.796 0.238
C 4.667 -0.252 0.681 -0.205
C 3.525 -0.994 0.860 -0.193
C 4.602 0.962 -0.060 -0.182
C 2.286 -0.540 0.406 -0.236
C 3.408 1.372 -0.596 -0.261
C 2.256 0.678 -0.225 -0.157
C -1.226 -1.048 -0.066 0.091
C -2.932 0.455 -1.048 -0.676
C -3.207 -0.319 1.350 -0.641
C -0.444 1.684 0.644 -0.744
C -2.417 -0.361 0.062 0.067
N -1.414 4.029 0.904 -0.349
O -0.404 -0.671 -1.024 -0.694
Se 0.444 1.222 -0.875 1.062
H 5.636 -0.554 1.134 0.224
H 3.525 -1.900 1.535 0.221
H 5.602 1.469 -0.150 0.229
H 1.444 -1.188 0.700 0.237
H 3.201 2.391 -0.777 0.230
H -0.742 -1.653 0.670 0.157
H -3.199 1.414 -0.790 0.227
H -3.941 0.096 -1.414 0.225
H -2.134 0.406 -1.880 0.237
H -3.234 0.605 1.731 0.222
H -2.958 -1.021 2.097 0.216
H -4.255 -0.517 1.103 0.207
H -0.139 1.196 1.555 0.250

---

The records above give, respectively, energy above the lowest of the compared OMol25 structures with the same formula, charge and spin values of 69.25 0.00 56.04 kcal per mole.